# 1
A structure of composition C54H57CrN2O5S2Te, computed with ωB97M-V with the def2-TZVPD basis set.

Calculated values
**2S+1**: 3
**Energy**: -127520.7889 eV
**Net charge**: +1
**Frontier orbital gap (alpha / beta)**: 7.94 / 6.36 eV
**HOMO level (alpha / beta)**: -10.1 / -8.5 eV

Each line ends with the Mulliken charge.
Geometry (Å):
Cr1 -0.223 0.634 0.376  -0.09
N1 -0.908 2.503 -0.496  -0.22
C1 -1.336 2.353 -1.911  0.44
C2 -0.148 2.035 -2.800  -0.86
C3 0.726 0.910 -2.251  0.62
O1 1.914 0.871 -2.499  -0.83
O2 0.076 0.036 -1.517  0.06
H1 -1.683 2.853 0.064  0.37
H2 -0.183 3.217 -0.454  0.11
H3 -1.843 3.255 -2.261  0.69
H4 -2.051 1.536 -1.928  -0.88
H5 0.484 2.908 -2.973  0.29
H6 -0.525 1.706 -3.773  0.39
O3 1.629 1.516 0.866  -0.31
S1 2.376 2.824 0.701  0.25
C4 3.656 2.525 -0.530  -1.17
C5 4.063 3.770 -1.284  0.76
C6 3.154 4.747 -1.673  0.13
C7 3.572 5.848 -2.406  -1.00
C8 4.906 5.985 -2.761  -0.47
C9 5.817 5.010 -2.382  -0.78
C10 5.397 3.912 -1.647  -0.52
C11 3.394 2.935 2.180  -1.22
C12 4.387 4.057 2.047  0.50
C13 5.747 3.777 1.997  -0.35
C14 6.668 4.801 1.827  -0.68
C15 6.232 6.111 1.695  -0.48
C16 4.874 6.397 1.745  -0.71
C17 3.956 5.375 1.925  -0.12
H7 3.215 1.773 -1.196  0.82
H8 4.510 2.082 -0.017  0.43
H9 2.106 4.661 -1.407  0.37
H10 2.852 6.600 -2.701  0.42
H11 5.233 6.844 -3.331  0.42
H12 6.859 5.102 -2.660  0.43
H13 6.114 3.155 -1.354  0.42
H14 3.874 1.960 2.281  0.43
H15 2.692 3.079 3.003  0.59
H16 6.090 2.753 2.094  0.39
H17 7.725 4.573 1.795  0.42
H18 6.949 6.909 1.558  0.42
H19 4.530 7.418 1.646  0.43
H20 2.896 5.603 1.961  0.37
O4 0.296 -0.683 2.008  0.02
S2 -0.661 -1.585 2.781  -0.32
C18 0.258 -3.064 3.145  0.38
C19 1.643 -3.043 3.167  -0.12
C20 2.314 -4.217 3.468  -0.85
C21 1.603 -5.379 3.744  -0.51
C22 0.216 -5.383 3.704  -0.82
C23 -0.470 -4.217 3.389  -0.11
C24 -0.738 -0.856 4.408  0.57
C25 0.232 0.052 4.796  -0.32
C26 0.143 0.618 6.059  -0.74
C27 -0.908 0.281 6.903  -0.55
C28 -1.880 -0.619 6.489  -0.83
C29 -1.803 -1.193 5.228  -0.51
H21 2.175 -2.129 2.937  0.27
H22 3.396 -4.226 3.487  0.45
H23 2.136 -6.290 3.983  0.43
H24 -0.333 -6.293 3.906  0.47
H25 -1.551 -4.212 3.318  0.49
H26 1.033 0.308 4.114  0.45
H27 0.894 1.325 6.385  0.46
H28 -0.970 0.724 7.888  0.44
H29 -2.705 -0.867 7.142  0.46
H30 -2.565 -1.884 4.888  0.47
C30 -1.810 -0.777 -7.929  -1.62
C31 -1.858 -0.826 -6.427  0.41
C32 -0.953 -1.584 -5.702  -0.94
C33 -0.998 -1.683 -4.313  1.30
C34 0.059 -2.521 -3.648  -1.15
C35 -2.013 -0.995 -3.633  0.33
Te1 -2.665 -1.271 -1.610  0.59
N2 -1.915 -0.230 0.151  1.02
C36 -2.951 -0.463 1.003  -0.19
O5 -3.803 -1.331 0.835  -0.79
C37 -3.061 0.438 2.217  0.80
C38 -2.075 1.327 2.625  0.75
C39 -2.228 2.107 3.761  -1.48
C40 -3.394 2.006 4.507  -0.59
C41 -4.390 1.124 4.110  -0.78
C42 -4.222 0.343 2.976  -0.69
C43 -2.376 -3.354 -1.389  1.12
C44 -3.475 -4.144 -1.755  0.40
C45 -4.746 -3.637 -2.398  -2.01
C46 -3.386 -5.521 -1.558  -0.78
C47 -2.263 -6.118 -1.013  0.51
C48 -2.186 -7.606 -0.803  -1.54
C49 -1.188 -5.303 -0.681  -0.88
C50 -1.214 -3.928 -0.864  0.55
C51 0.021 -3.149 -0.525  -0.11
C52 -2.923 -0.181 -4.339  1.28
C53 -4.034 0.642 -3.715  -1.82
C54 -2.821 -0.118 -5.723  -1.00
H31 -0.878 -1.192 -8.310  0.38
H32 -1.907 0.246 -8.293  0.39
H33 -2.632 -1.354 -8.354  0.31
H34 -0.175 -2.124 -6.227  0.34
H35 0.772 -2.873 -4.391  0.49
H36 -0.379 -3.396 -3.166  0.15
H37 0.605 -1.951 -2.903  0.00
H38 -1.131 1.410 2.103  0.86
H39 -1.436 2.777 4.072  0.47
H40 -3.521 2.612 5.394  0.45
H41 -5.299 1.040 4.691  0.45
H42 -4.983 -0.355 2.654  0.51
H43 -4.948 -2.584 -2.210  0.24
H44 -5.601 -4.199 -2.027  0.54
H45 -4.698 -3.777 -3.480  0.34
H46 -4.232 -6.138 -1.842  0.40
H47 -3.140 -8.087 -1.012  0.36
H48 -1.901 -7.840 0.223  0.35
H49 -1.435 -8.050 -1.458  0.33
H50 -0.287 -5.748 -0.273  0.54
H51 0.901 -3.785 -0.622  0.81
H52 0.001 -2.792 0.495  -0.77
H53 0.155 -2.270 -1.149  -1.14
H54 -3.742 1.141 -2.792  0.36
H55 -4.911 0.033 -3.487  0.31
H56 -4.342 1.415 -4.417  0.42
H57 -3.521 0.507 -6.266  0.45


# 2
A structure of composition C2H2N2O2, computed with ωB97M-V with the def2-TZVPD basis set.

Calculated values
**2S+1**: 1
**Energy above the lowest of the compared OMol25 structures with the same formula, charge and spin**: 67.6 kcal/mol
**Energy**: -9178.8531 eV
**Frontier orbital gap**: 11.38 eV
**HOMO level**: -10.5 eV

Each line ends with the Mulliken charge.
Geometry (Å):
C1 0.631 -0.172 -0.234  0.60
C2 -1.253 0.382 -0.013  0.12
H1 2.242 0.530 0.159  0.32
H2 -2.244 0.754 0.382  0.32
N1 -0.076 0.944 -0.184  -0.53
N2 0.059 -1.216 -0.140  -0.27
O1 1.919 -0.302 0.057  -0.45
O2 -1.278 -0.920 -0.027  -0.11


# 3
A cluster of 2 separate species, C5H11NO in total, computed with ωB97M-V with the def2-TZVPD basis set.

Calculated values
**2S+1**: 1
**Energy above the lowest of the compared OMol25 structures with the same formula, charge and spin**: 61.7 kcal/mol
**Energy**: -8899.0216 eV
**Frontier orbital gap**: 9.79 eV
**HOMO level**: -8.8 eV

Each line ends with the Mulliken charge.
Geometry (Å):
C1 1.685 0.461 -1.381  -1.44
C2 1.042 -0.560 -0.480  0.22
C3 1.427 -0.750 0.943  -0.55
N1 0.198 -0.064 0.595  -0.12
C4 -1.052 -0.694 0.800  -0.54
C5 -2.048 -0.549 -0.073  -0.35
O1 -1.900 2.100 0.537  -0.67
H1 0.948 0.866 -2.084  0.28
H2 2.499 0.013 -1.960  0.39
H3 2.088 1.292 -0.794  0.33
H4 0.647 -1.447 -0.976  0.39
H5 2.202 -0.124 1.381  0.24
H6 1.340 -1.747 1.374  0.30
H7 -1.175 -1.228 1.740  0.27
H8 -1.903 1.340 1.134  0.41
H9 -1.892 -0.010 -1.004  0.21
H10 -3.060 -0.865 0.145  0.30
H11 -1.047 1.965 0.104  0.34


# 4
A cluster of 2 separate species, C11H14N2O in total, computed with ωB97M-V with the def2-TZVPD basis set.

Calculated values
**2S+1**: 1
**Energy above the lowest of the compared OMol25 structures with the same formula, charge and spin**: 13.6 kcal/mol
**Energy**: -16662.3227 eV
**Frontier orbital gap**: 8.12 eV
**HOMO level**: -7.5 eV

Each line ends with the Mulliken charge.
Geometry (Å):
C1 1.100 -0.306 2.989  -0.96
C2 1.940 0.928 2.878  0.81
O1 1.918 1.684 1.908  -0.70
N1 2.669 1.333 3.949  -0.41
H1 1.092 -0.761 2.005  0.29
H2 0.091 -0.116 3.317  0.23
H3 3.043 2.223 3.966  0.21
H4 2.783 0.768 4.772  0.17
H5 1.555 -0.926 3.763  0.34
C3 0.873 -0.774 -3.737  -1.28
C4 1.161 0.273 -1.398  -0.75
C5 -0.864 0.049 -0.501  -0.10
C6 0.428 -0.343 -2.364  0.24
C7 -0.878 -0.564 -1.782  0.95
C8 -1.965 0.096 0.333  -0.41
C9 -3.128 -0.524 -0.105  -0.52
C10 -2.000 -1.312 -2.116  -0.63
C11 -3.155 -1.124 -1.365  -0.61
N2 0.450 0.387 -0.225  0.04
H6 0.686 0.995 0.541  0.37
H7 2.118 0.758 -1.472  0.44
H8 -1.837 0.548 1.310  0.35
H9 0.011 -1.218 -4.228  0.28
H10 1.611 -1.569 -3.704  0.32
H11 -4.062 -0.466 0.439  0.36
H12 -2.050 -1.849 -3.056  0.31
H13 -4.027 -1.684 -1.671  0.36
H14 1.055 0.119 -4.334  0.32


# 5
The ion C10H22N4O with charge +2, computed with ωB97M-V with the def2-TZVPD basis set.

Calculated values
**2S+1**: 1
**Energy above the lowest of the compared OMol25 structures with the same formula, charge and spin**: 30.6 kcal/mol
**Energy**: -18714.7727 eV
**Net charge**: +2
**Frontier orbital gap (alpha / beta)**: 8.38 / 8.38 eV
**HOMO level (alpha / beta)**: -16.0 / -16.0 eV

Each line ends with the Mulliken charge.
Geometry (Å):
C1 -1.349 -0.685 1.197  0.11
C2 2.100 0.268 -1.660  -1.03
C3 1.015 2.547 -1.940  -0.68
C4 0.748 -0.213 -1.214  -0.64
C5 -0.291 2.065 -1.345  -0.58
C6 2.225 1.735 -1.242  -0.12
C7 -1.737 0.101 -1.139  -0.34
C8 -1.689 -3.078 0.624  -1.37
C9 -1.271 -2.378 3.111  -1.62
C10 -1.797 -1.961 1.675  0.84
N1 -1.773 -0.427 -0.023  -0.01
N2 -0.580 0.149 1.886  -0.05
N3 -0.366 0.590 -1.667  0.26
N4 2.285 1.887 0.231  -0.09
O1 -0.014 1.216 1.433  -0.75
H1 2.868 -0.389 -1.109  0.35
H2 2.273 0.066 -2.691  0.37
H3 1.029 2.297 -3.020  0.39
H4 1.087 3.698 -1.711  0.35
H5 0.435 -1.273 -1.398  0.45
H6 0.926 -0.107 -0.154  0.22
H7 -0.454 2.160 -0.241  0.49
H8 -1.155 2.536 -1.851  0.40
H9 3.251 2.005 -1.720  0.27
H10 -2.582 0.053 -1.745  0.52
H11 -2.354 -3.051 -0.190  0.40
H12 -1.859 -3.953 1.264  0.38
H13 -0.720 -3.174 0.114  0.33
H14 -1.827 -1.940 3.892  0.45
H15 -0.209 -2.114 3.296  0.39
H16 -1.295 -3.444 3.209  0.38
H17 -2.815 -1.794 2.010  0.19
H18 -0.666 0.106 2.945  0.32
H19 -0.324 0.460 -2.704  0.44
H20 1.303 1.565 0.734  0.14
H21 2.372 2.935 0.528  0.45
H22 3.208 1.542 0.614  0.41


# 6
A cluster of 2 separate species, C4H12NO2 in total, computed with ωB97M-V with the def2-TZVPD basis set.

Calculated values
**2S+1**: 2
**Energy above the lowest of the compared OMol25 structures with the same formula, charge and spin**: 6.2 kcal/mol
**Energy**: -9907.1663 eV
**Net charge**: +2
**Frontier orbital gap (alpha / beta)**: 8.50 / 4.82 eV
**HOMO level (alpha / beta)**: -18.4 / -18.4 eV

Each line ends with the Mulliken charge.
Geometry (Å):
C1 -0.400 0.942 -0.361  -0.70
C2 0.435 -0.107 0.433  -0.81
C3 -0.144 -1.231 1.359  -0.42
C4 -0.723 -2.460 0.686  0.18
O1 -1.791 -2.483 0.149  -0.04
N1 -1.408 0.378 -1.351  -0.21
H1 -0.921 1.584 0.342  0.38
H2 0.356 1.441 -0.963  0.48
H3 1.190 -0.540 -0.207  0.47
H4 0.993 0.540 1.115  0.45
H5 0.727 -1.602 1.883  0.34
H6 -0.955 -0.816 1.963  0.40
H7 -0.202 -3.452 0.673  0.42
H8 -2.047 -0.293 -0.931  0.27
H9 -0.966 -0.001 -2.190  0.38
H10 -2.000 1.148 -1.685  0.40
H11 3.204 1.799 -0.427  0.29
H12 2.353 3.053 -0.183  0.31
O2 2.298 2.099 -0.305  -0.60